1.
DFT (ωB97M-V/def2-TZVPD) results for a molecular structure, C20H24CaN4O11S2.

Output
- energy relative to the best compared isomer or geometry (same formula, charge and spin) (kJ/mol) = 368.0
- orbital gap (eV) = 6.06

ORCA input file:
```
! RIJCOSX wB97M-V def2-TZVPD def2/J DEFGRID3
* xyz -2 1
Ca 1.955 -2.383 -0.086
O 3.315 -2.402 -3.790
C 3.087 -1.634 -2.863
O 1.983 -1.650 -2.112
C 3.979 -0.448 -2.563
C 3.137 0.932 -2.261
C 3.998 2.157 -2.359
C 4.970 1.909 -1.160
C 4.331 0.678 -0.442
O 2.888 0.790 -0.793
C 4.899 -0.491 -1.193
C 5.130 -1.808 -0.425
O 6.203 -2.403 -0.456
O 4.113 -2.123 0.333
H 4.675 -0.312 -3.410
H 2.179 0.941 -2.773
H 4.490 2.241 -3.303
H 3.421 3.080 -2.141
H 5.968 1.757 -1.553
H 4.989 2.773 -0.451
H 4.485 0.576 0.630
H 5.894 -0.195 -1.506
O -0.291 0.106 3.001
S -0.116 -1.081 2.191
O 1.269 -1.658 2.064
O -0.642 -0.897 0.854
C -1.067 -2.367 2.924
C -0.787 -2.543 4.352
C -1.125 -3.731 4.917
C -1.831 -4.689 4.139
C -2.252 -4.437 2.885
C -1.614 -3.400 2.182
S -1.523 -3.914 0.331
O -3.698 0.314 -1.047
O -2.347 -5.121 0.343
O -0.146 -4.163 -0.092
H -0.179 -1.743 4.849
H -0.653 -3.967 5.900
H -2.173 -5.626 4.504
H -2.977 -5.064 2.362
C -3.556 2.293 -2.340
N -2.820 1.225 -1.819
C -3.893 0.681 0.380
N -3.765 2.052 0.669
C -4.508 2.945 -0.233
N -3.787 3.433 -1.439
C -2.502 3.879 -0.986
N -1.742 2.861 -0.284
C -1.651 1.621 -1.078
C -2.385 2.611 0.965
H -4.495 1.821 -2.663
H -3.050 2.744 -3.173
H -3.195 0.039 0.952
H -4.943 0.488 0.559
H -4.788 3.753 0.478
H -5.459 2.437 -0.629
H -2.667 4.802 -0.334
H -2.101 4.332 -1.884
H -1.282 0.768 -0.520
H -0.906 1.843 -1.808
H -2.586 3.505 1.541
H -1.856 1.864 1.662
*
```

natural (NBO) population analysis, charges in e, atoms 1 to 4:
1. Ca 1.86
2. O -0.67
3. C 0.76
4. O -0.94

2.
DFT (ωB97M-V/def2-TZVPD) results for a molecular structure, C20H24CeCl5N4O13P4.

Output
- energy relative to the best compared isomer or geometry (same formula, charge and spin) (kJ/mol) = 121.2
- orbital gap (alpha / beta) (eV) = 7.08 / 7.73

ORCA input file:
```
! RIJCOSX wB97M-V def2-TZVPD def2/J DEFGRID3
* xyz 0 2
Ce 0.316 0.186 -0.247
Cl -3.143 0.900 0.720
C -2.078 1.760 1.773
C -0.733 1.411 1.648
C 0.124 2.166 2.457
Cl 1.799 1.752 2.303
C -0.294 3.178 3.312
Cl 0.831 4.078 4.246
C -1.656 3.466 3.393
Cl -2.211 4.704 4.442
C -2.563 2.752 2.614
Cl -4.237 3.124 2.695
N -2.925 -2.699 0.020
C -2.478 -2.360 1.280
C -3.207 -2.921 2.345
C -2.827 -2.654 3.638
C -1.730 -1.824 3.836
C -1.088 -1.302 2.732
N -1.432 -1.558 1.464
C -2.552 -2.368 -1.257
C -3.343 -2.922 -2.285
C -3.040 -2.645 -3.596
C -1.937 -1.838 -3.858
C -1.201 -1.355 -2.793
N -1.491 -1.598 -1.507
H -3.761 -3.267 0.049
H -4.055 -3.558 2.145
H -3.367 -3.073 4.474
H -1.387 -1.574 4.826
H -0.248 -0.630 2.864
H -4.173 -3.566 -2.038
H -3.638 -3.048 -4.400
H -1.654 -1.600 -4.872
H -0.308 -0.766 -2.975
C 3.710 -3.743 -0.747
C 3.338 -2.425 -0.111
O 4.344 -1.946 0.745
P 1.818 -2.490 0.941
O 0.649 -3.401 0.364
O 2.165 -3.320 2.253
O 1.412 -1.110 1.314
P 2.725 -1.107 -1.257
O 3.527 -1.258 -2.642
O 2.990 0.212 -0.621
O 1.282 -1.525 -1.422
H 3.866 -4.498 0.024
H 4.623 -3.627 -1.329
H 2.904 -4.056 -1.408
H 4.234 -0.983 0.796
H 0.324 -3.035 -0.470
H 2.377 -2.717 2.969
H 3.855 -0.398 -2.906
N -0.234 2.637 -4.006
C 0.134 3.274 -2.713
C 0.391 4.752 -2.784
P -1.218 2.749 -1.536
O -2.479 3.183 -2.521
O -1.273 3.502 -0.280
O -1.161 1.246 -1.584
P 1.469 2.187 -2.004
O 2.867 2.847 -2.456
O 1.288 2.229 -0.533
O 1.267 0.925 -2.802
H -1.259 2.575 -4.059
H 0.209 1.669 -3.848
H 0.160 3.102 -4.826
H -0.472 5.290 -3.177
H 1.272 4.984 -3.386
H 0.557 5.096 -1.765
H -3.170 3.492 -1.938
H 3.270 3.284 -1.706
*
```

Mulliken population analysis, charges in e, atoms 1 to 4:
1. Ce 2.06
2. Cl -0.21
3. C 1.02
4. C -1.08

3.
DFT (ωB97M-V/def2-TZVPD) results for a molecular structure, C20H24ClIrN5O3S.

Output
- energy relative to the best compared isomer or geometry (same formula, charge and spin) (kJ/mol) = 70.9
- orbital gap (alpha / beta) (eV) = 6.03 / 4.34

ORCA input file:
```
! RIJCOSX wB97M-V def2-TZVPD def2/J DEFGRID3
* xyz 0 6
Ir -0.108 0.059 -0.098
N 0.373 -2.017 1.222
C 1.539 -2.625 0.579
C 1.552 -2.391 -0.934
O 1.817 -3.295 -1.698
N 1.382 -1.067 -1.253
C 1.685 -0.667 -2.542
C 0.469 0.347 -3.161
O 0.387 0.218 -4.358
O -0.051 1.039 -2.281
H 0.529 -1.886 2.214
H -0.439 -2.612 1.103
H 1.614 -3.700 0.745
H 2.439 -2.145 0.968
H 1.841 -1.487 -3.238
H 2.490 0.074 -2.584
S -3.744 -2.626 -0.450
C -2.935 -2.482 -1.985
C -1.943 -1.557 -1.962
C -1.760 -0.922 -0.705
C -2.723 -1.396 0.249
C -2.825 -1.072 1.617
C -3.535 -1.872 2.542
C -3.397 -1.706 3.887
C -2.497 -0.705 4.357
C -1.877 0.111 3.468
N -2.077 0.014 2.126
H -3.261 -3.090 -2.813
H -1.345 -1.356 -2.840
H -4.161 -2.664 2.154
H -3.929 -2.344 4.577
H -2.317 -0.589 5.415
H -1.218 0.908 3.784
N 1.384 1.189 0.738
C 2.141 2.018 1.023
N 3.050 2.910 1.255
C 4.324 2.879 0.537
C 4.577 4.223 -0.139
C 4.478 5.358 0.881
C 3.106 5.332 1.556
C 2.868 3.990 2.232
H 4.301 2.073 -0.195
H 5.122 2.669 1.259
H 3.832 4.373 -0.924
H 5.564 4.205 -0.605
H 4.639 6.318 0.388
H 5.262 5.237 1.637
H 2.316 5.481 0.816
H 3.024 6.125 2.301
H 1.848 3.941 2.610
H 3.582 3.836 3.050
Cl -0.223 3.832 1.333
C -1.516 0.969 1.229
H -2.287 1.399 0.592
H -1.028 1.774 1.776
*
```

natural (NBO) population analysis, charges in e, atoms 1 to 4:
1. Ir 1.31
2. N -0.79
3. C -0.31
4. C 0.64

4.
DFT (ωB97M-V/def2-TZVPD) results for a gas-phase ion, C20H24ClN4O2S (charge +1).

Output
- orbital gap (eV) = 7.93
- structure (SMILES) = NC1=[N+](CCCN2CCOCC2)CC(O)=C1c1nc(-c2ccc(Cl)cc2)cs1

ORCA input file:
```
! RIJCOSX wB97M-V def2-TZVPD def2/J DEFGRID3
* xyz 1 1
N 2.201 3.289 0.046
C 2.044 2.065 -0.445
N 3.026 1.338 -0.977
C 4.444 1.605 -0.925
C 5.043 1.451 0.484
C 4.493 0.272 1.296
N 4.444 -0.999 0.581
C 5.763 -1.499 0.196
C 5.595 -2.805 -0.586
O 4.925 -3.776 0.175
C 3.661 -3.315 0.577
C 3.775 -2.021 1.387
C 2.563 0.019 -1.340
C 1.120 0.069 -1.011
O 0.286 -0.909 -1.210
C 0.829 1.311 -0.473
C -0.508 1.647 -0.071
N -1.458 0.767 -0.186
C -2.671 1.240 0.209
C -3.845 0.381 0.143
C -3.687 -1.004 0.070
C -4.786 -1.836 0.009
C -6.062 -1.290 0.016
Cl -7.436 -2.323 -0.062
C -6.236 0.087 0.083
C -5.134 0.914 0.147
C -2.634 2.538 0.650
S -1.048 3.182 0.565
H 1.400 3.808 0.366
H 3.082 3.770 -0.027
H 4.647 2.611 -1.302
H 4.915 0.895 -1.606
H 6.123 1.362 0.375
H 4.852 2.349 1.074
H 3.467 0.498 1.605
H 5.098 0.186 2.212
H 6.265 -0.766 -0.435
H 6.383 -1.687 1.084
H 6.569 -3.226 -0.834
H 5.038 -2.605 -1.516
H 3.224 -4.105 1.187
H 3.022 -3.144 -0.305
H 2.776 -1.668 1.656
H 4.338 -2.223 2.310
H 3.147 -0.717 -0.733
H 2.743 -0.201 -2.396
H -0.624 -0.597 -0.917
H -2.695 -1.429 0.077
H -4.659 -2.906 -0.043
H -7.231 0.503 0.083
H -5.279 1.982 0.182
H -3.428 3.143 1.034
*
```

natural (NBO) population analysis, charges in e, atoms 1 to 4:
1. N -0.75
2. C 0.54
3. N -0.34
4. C -0.22

Respective maximum force values: 5.28, 2.99, 1.16, 1.08 eV/A.